Entry 1:
C3H4P2 | ωB97M-V with the def2-TZVPD basis set

Structure (XYZ):
```
9
Properties=species:S:1:pos:R:3:forces:R:3
C 0.01522 0.51634 -0.47385 0.015 0.107 0.041
C 0.29648 0.00632 0.71605 0.073 0.540 -0.076
C 0.26534 -1.41158 1.03860 -1.751 -3.078 -1.503
P 1.66812 -2.31875 1.84402 3.113 -0.301 -2.516
P -0.10898 -2.01243 2.75122 -3.792 0.791 1.155
H 0.03406 1.57877 -0.64956 0.044 0.149 0.014
H -0.23736 -0.11478 -1.31062 -0.101 -0.142 -0.115
H 0.56207 0.65777 1.54497 0.029 0.053 -0.105
H -0.45870 -2.12274 0.05065 2.370 1.881 3.104
```
Forces are in eV/Å.

For the energy above the lowest of the compared OMol25 structures with the same formula, charge and spin, the calculation gives 16.93 kcal per mole. For the HOMO energy (spin up / spin down), the calculation gives -7.172 / -8.812 eV. The expectation value of S² is 2.01. The value obtained for the LUMO energy (spin up / spin down) is 1.013 / -2.764 eV. As for the multiplicity: 3. For the electronic energy, the calculation gives -799.239840 a.u. The net charge is 0. The value obtained for the gap between HOMO and LUMO (spin up / spin down) is 8.185 / 6.048 eV.

=====

Entry 2:
C3H7N3OP2 | ωB97M-V with the def2-TZVPD basis set

Structure (XYZ):
```
16
Properties=species:S:1:pos:R:3:forces:R:3
C -2.14921 1.00120 -0.69626 -1.998 1.289 -0.013
C -1.18095 0.22717 -1.27554 -0.398 0.144 0.736
C -1.87207 1.11771 0.65986 2.541 -0.664 2.274
N -0.31478 -0.11897 -0.27114 -0.924 -0.495 -1.473
N -0.72922 0.37655 0.91075 -1.362 0.865 0.215
N 1.30710 -1.56449 1.00576 -1.204 -0.974 0.754
O 2.25148 0.13981 -0.56809 -0.200 -1.242 -2.692
P 2.35765 1.39320 0.36075 0.076 2.587 1.790
P 1.23532 -1.15849 -0.58176 0.120 2.886 0.513
H -3.06425 1.45823 -1.08705 0.667 -0.369 -0.463
H -1.20831 -0.13668 -2.28731 0.638 -0.130 -0.034
H -2.26008 1.76399 1.56232 0.487 -1.605 -2.281
H 1.61980 -2.48774 0.90341 1.213 -1.908 0.810
H 0.40770 -1.66136 1.47810 0.105 0.672 0.036
H 1.01298 1.27344 0.78717 0.394 0.832 0.480
H 2.58685 -1.62356 -0.90095 -0.155 -1.889 -0.652
```
Forces are in eV/Å.

For the HOMO energy (spin up / spin down), the calculation gives -7.143 / -8.805 eV. The expectation value of S² is 2.01. The value obtained for the LUMO energy (spin up / spin down) is 0.754 / -1.838 eV. As for the multiplicity: 3. For the electronic energy, the calculation gives -1040.581714 a.u. The net charge is 0. The value obtained for the gap between HOMO and LUMO (spin up / spin down) is 7.897 / 6.967 eV.

=====

Entry 3:
C20H41AlN2O11PS5 | ωB97M-V with the def2-TZVPD basis set

Structure (XYZ):
```
81
Properties=species:S:1:pos:R:3:forces:R:3
O -0.89543 5.28482 -0.94369 -0.909 -0.595 -0.127
P -0.36057 3.93579 -0.04738 1.515 0.542 0.866
O -1.47938 3.56753 1.17881 -0.420 0.347 -0.582
Al 0.17570 2.06982 -1.38472 -0.443 -0.942 -0.581
C 0.64293 0.44245 -0.23120 -0.224 0.444 -0.046
C 1.12681 -0.75338 -1.09961 -0.427 0.999 0.767
S -0.26183 -1.86199 -1.54198 -0.340 -0.131 0.131
C 0.08548 -3.41103 -0.82064 0.723 -0.538 -0.517
N 0.49634 -4.45664 -1.48138 -0.157 0.549 -0.291
N 0.61313 -5.47523 -0.58888 0.244 -1.329 0.249
C 0.28269 -5.03243 0.57213 0.138 0.277 -1.345
O -0.06493 -3.74039 0.48863 -0.425 0.864 1.258
H -0.09291 5.76552 -1.15589 0.038 0.142 0.255
H -1.19590 4.09477 1.92828 -0.118 0.037 0.062
H 1.51165 2.50327 -2.15341 -0.104 0.559 0.163
H -0.90177 1.70752 -2.54372 -0.214 -0.120 0.014
H -0.19006 0.13305 0.41018 0.189 -0.005 0.098
H 1.51345 0.77100 0.36678 -1.110 -0.284 -0.069
H 1.47744 -0.34625 -2.04388 0.184 -0.504 -0.168
H 1.93518 -1.26592 -0.57696 -0.129 -0.448 -0.308
H 0.27664 -5.61527 1.47469 -0.131 0.400 0.278
C 1.42459 2.97303 4.99401 0.084 0.050 -0.017
C 1.69929 4.46916 4.79134 -0.042 -0.035 0.013
C 2.90432 4.59159 3.85055 -0.117 0.285 0.332
S 2.88831 3.11492 2.82374 -0.326 -0.212 -0.040
O 4.06433 2.33240 3.12882 0.111 0.138 -0.064
O 2.54028 3.47408 1.47975 0.597 -0.021 -0.120
C 1.47503 2.34851 3.60259 -0.222 -0.058 0.358
H 0.46204 2.79960 5.47419 0.006 -0.007 -0.006
H 2.20161 2.53763 5.62751 -0.017 -0.026 -0.009
H 0.82646 4.93955 4.33338 0.014 -0.019 -0.024
H 1.88629 4.97796 5.73705 -0.001 0.012 -0.015
H 2.83451 5.46845 3.21145 0.081 -0.097 -0.129
H 3.84445 4.60644 4.39976 0.027 -0.095 -0.060
H 1.60632 1.26922 3.61512 0.089 0.013 -0.170
H 0.59388 2.61161 3.01576 0.072 -0.027 -0.119
C 6.29304 2.04073 -0.24771 -0.010 -0.145 0.004
C 6.70564 0.83387 -1.10310 0.026 0.067 0.036
C 5.49785 -0.10748 -1.17944 0.433 -0.139 0.099
S 4.03943 0.93440 -0.99983 0.406 0.483 0.025
O 3.37102 0.59930 0.23319 0.998 -0.205 -0.197
O 3.35532 0.98010 -2.25734 0.074 -0.426 -0.179
C 4.92355 2.46764 -0.76471 0.320 0.275 0.227
H 7.01714 2.85245 -0.31848 -0.007 0.000 0.007
H 6.21900 1.74437 0.80162 -0.045 0.045 0.003
H 6.97167 1.17422 -2.10667 -0.029 0.005 0.002
H 7.57570 0.32278 -0.69002 -0.006 -0.007 -0.015
H 5.44615 -0.62988 -2.13144 -0.189 -0.013 0.031
H 5.49778 -0.82628 -0.36128 -0.093 0.034 0.023
H 4.37281 3.09954 -0.07033 -0.190 -0.116 -0.059
H 5.00276 2.95515 -1.73618 -0.096 -0.060 -0.033
C -4.68994 3.54055 -0.41131 -0.045 0.005 -0.102
C -5.60836 4.67890 -0.86964 0.047 -0.006 0.045
C -6.89967 4.58879 -0.04477 0.007 0.204 -0.386
S -6.43994 3.83039 1.51998 0.446 0.117 -0.225
O -7.09489 2.54765 1.61958 -0.165 0.091 0.195
O -6.54244 4.81182 2.57513 -0.241 -0.169 0.135
C -4.72035 3.57187 1.11100 0.199 -0.080 -0.180
H -3.67571 3.65864 -0.79035 0.018 -0.031 0.059
H -5.07673 2.58491 -0.77297 0.033 -0.014 0.024
H -5.11875 5.63713 -0.68356 0.016 -0.021 0.014
H -5.81966 4.62183 -1.93692 -0.012 0.010 0.010
H -7.33049 5.56851 0.14855 -0.086 -0.074 0.141
H -7.63841 3.94711 -0.52204 -0.001 -0.072 0.116
H -4.36895 2.64950 1.56600 -0.063 0.034 0.106
H -4.15550 4.41918 1.49600 -0.011 -0.017 0.036
C -0.94675 -8.53954 -3.03912 -0.070 0.058 -0.017
C -1.73616 -7.61685 -2.10560 0.001 0.008 0.004
C -3.22430 -7.79308 -2.43665 0.194 0.311 0.149
S -3.40245 -9.46252 -3.07464 0.227 0.112 0.234
O -3.79812 -9.39123 -4.45944 -0.156 -0.138 0.028
O -4.12851 -10.26854 -2.12363 -0.169 -0.078 -0.204
C -1.66554 -9.88492 -3.00006 0.368 0.069 -0.050
H 0.09287 -8.63274 -2.72913 -0.005 0.028 0.000
H -0.96151 -8.13763 -4.05464 0.016 -0.035 -0.006
H -1.55232 -7.90545 -1.06886 0.014 0.005 -0.011
H -1.42862 -6.57846 -2.21356 0.016 -0.012 0.032
H -3.85369 -7.68010 -1.55747 -0.122 -0.095 -0.084
H -3.54715 -7.10282 -3.21387 -0.041 -0.105 -0.066
H -1.41214 -10.53704 -3.83300 -0.167 -0.049 -0.005
H -1.49104 -10.39792 -2.05443 -0.076 -0.015 0.000
```
Forces are in eV/Å.

For the energy above the lowest of the compared OMol25 structures with the same formula, charge and spin, the calculation gives 0.00 kcal per mole. For the HOMO energy, the calculation gives -3.472 eV. The value obtained for the LUMO energy is 2.040 eV. For the electronic energy, the calculation gives -4298.508729 a.u. The net charge is -1. The value obtained for the gap between HOMO and LUMO is 5.512 eV.

=====

Entry 4:
C36H66F6O25 | ωB97M-V with the def2-TZVPD basis set

Structure (XYZ):
```
133
Properties=species:S:1:pos:R:3:forces:R:3
C -0.72058 -6.02644 -2.99654 0.129 -0.518 0.451
C -0.70746 -4.70395 -2.30577 0.635 0.118 1.576
O -0.77813 -3.57425 -3.17045 -0.125 -0.462 -0.489
C -1.14217 -2.41092 -2.64492 -0.540 -0.211 1.038
O -1.39487 -2.21360 -1.47775 0.162 -0.004 -0.213
O -1.21648 -1.52988 -3.61550 -0.624 -0.116 -0.328
C -1.49927 -0.15481 -3.30085 1.305 -0.149 -0.768
H 0.21354 -6.25430 -3.50887 -0.254 0.176 -0.476
H -1.62156 -6.22648 -3.57305 0.185 0.126 -0.282
H -0.73411 -6.72120 -2.15041 -0.086 -0.205 -0.141
H 0.20821 -4.63932 -1.70619 0.242 0.188 -0.323
H -1.44385 -4.71242 -1.49800 -0.577 0.538 -0.531
H -0.77422 0.24815 -4.01122 -0.250 1.064 0.464
H -1.26177 0.07225 -2.26548 0.012 -0.022 -0.022
H -2.49683 0.18528 -3.57266 -0.165 -0.518 0.066
C -4.70679 -2.32175 -1.30265 0.456 0.506 0.699
C -4.97751 -2.72993 0.13601 0.381 -0.119 0.476
O -5.81849 -1.75164 0.74505 -0.683 0.335 -0.523
C -6.18651 -1.90987 2.01563 0.990 0.474 -0.097
O -5.68357 -2.67732 2.78783 -0.396 -0.363 0.375
O -7.07983 -0.95952 2.25580 -1.521 0.148 -0.242
C -7.60525 -0.73284 3.56430 1.280 0.060 1.104
H -4.12733 -1.39471 -1.30790 0.083 -0.024 0.195
H -5.58906 -2.07914 -1.89134 -0.147 -0.667 -0.035
H -4.02931 -3.07246 -1.70686 -0.362 -0.079 -0.463
H -4.04216 -2.76381 0.70215 0.064 0.009 -0.139
H -5.42965 -3.71508 0.27355 -0.138 0.040 -0.342
H -6.86447 -0.07386 4.01652 -0.247 0.030 0.434
H -7.69152 -1.61426 4.19891 0.234 -0.325 -0.407
H -8.56627 -0.22942 3.61848 -0.036 0.001 -1.028
C -1.51609 2.94806 -1.34601 -0.650 -0.653 -0.663
C -2.73413 2.63666 -0.50895 0.733 2.183 2.408
O -3.55231 3.83448 -0.56359 -1.270 0.354 -0.787
C -4.65402 3.87920 0.20899 1.439 -1.278 -0.120
O -4.96919 3.01358 0.98615 -0.390 0.121 0.129
O -5.26382 5.01531 -0.01946 -0.321 1.337 -0.650
C -6.51219 5.24337 0.58646 -1.414 -0.888 1.382
H -1.85011 2.96799 -2.38636 0.581 -0.247 -0.188
H -0.76543 2.18900 -1.12084 0.052 -0.077 -0.475
H -1.06145 3.91440 -1.14107 -0.305 0.049 0.385
H -2.39772 2.74724 0.53006 0.038 -1.197 0.074
H -3.31463 1.72890 -0.65080 0.115 0.049 -0.390
H -6.45411 5.33767 1.67356 0.456 0.193 -0.028
H -7.19296 4.39412 0.48293 0.235 -0.140 -0.426
H -7.04889 6.11253 0.21995 0.705 0.188 -0.517
C -3.83845 5.89529 3.46389 1.046 -0.020 0.772
C -2.54022 6.05285 2.64647 -2.022 -0.699 -0.114
O -1.45282 5.68885 3.46857 0.491 0.478 0.133
C -0.88573 4.50295 3.31990 0.277 -0.561 -0.023
O -1.15132 3.65414 2.50436 -0.130 0.053 -0.167
O 0.04338 4.40206 4.25776 0.223 0.629 0.407
C 0.90163 3.28183 4.32431 0.573 -1.061 0.162
H -3.74299 4.98408 4.05861 -0.151 -0.250 -0.310
H -4.72334 5.82981 2.83870 -0.030 0.271 0.058
H -3.88293 6.65794 4.24367 -0.394 0.296 -0.324
H -2.42486 7.08023 2.31177 0.357 -0.073 -0.027
H -2.67217 5.36979 1.80577 0.665 0.156 -0.194
H 1.35618 2.98697 3.37846 -0.368 0.228 -0.254
H 0.41253 2.41194 4.76580 -0.296 0.059 -0.198
H 1.72491 3.51892 4.99596 -0.174 0.429 0.017
C 5.76402 -2.83474 2.17557 0.014 0.115 -0.046
C 6.24635 -2.99290 3.60918 0.324 -1.383 -0.078
O 5.59373 -2.06006 4.46343 -0.275 0.462 -0.318
C 6.06150 -1.93959 5.70232 0.862 -0.319 -0.222
O 7.03101 -2.50687 6.14549 -0.292 0.024 0.074
O 5.31013 -1.06159 6.33693 -0.499 0.336 0.350
C 5.62862 -0.81059 7.70985 0.183 0.155 0.004
H 4.73648 -3.19451 2.13267 -0.122 0.349 -0.185
H 6.32334 -3.42788 1.45011 0.215 -0.338 0.427
H 5.85337 -1.82533 1.77369 -0.252 0.176 0.380
H 7.32633 -3.01246 3.75804 0.032 0.697 -0.173
H 5.95996 -3.99171 3.95452 -0.130 -0.021 -0.031
H 5.60569 -1.72311 8.30070 -0.060 -0.067 -0.072
H 4.88143 -0.10294 8.05549 -0.084 -0.096 -0.008
H 6.61144 -0.35228 7.80706 0.072 -0.080 -0.115
C 1.96899 -0.64048 -9.19349 0.229 -0.313 -1.015
C 2.84563 -1.61903 -8.41984 0.281 0.609 0.112
O 2.48569 -1.60034 -7.04321 -0.708 0.356 0.383
C 3.06787 -2.45000 -6.21478 0.067 0.129 -0.201
O 3.88723 -3.27417 -6.51166 0.273 -0.437 -0.178
O 2.59666 -2.23963 -4.98513 -0.468 -0.410 -0.165
C 2.69351 -3.37293 -4.09522 0.234 0.632 -0.237
H 1.13626 -1.15481 -9.67420 -0.121 0.042 0.174
H 2.60581 -0.28226 -10.00729 -0.165 0.037 -0.132
H 1.58438 0.25912 -8.71957 0.242 -0.246 0.629
H 3.88658 -1.29895 -8.49457 0.046 -0.177 0.057
H 2.75193 -2.62793 -8.82095 0.051 -0.006 0.061
H 2.25696 -2.93852 -3.20167 0.288 -0.544 0.363
H 3.73289 -3.69124 -4.02999 0.028 0.166 0.416
H 2.12957 -4.24088 -4.43627 -0.276 0.240 -0.209
C 6.37589 -1.63828 -2.59562 -0.115 -0.160 0.239
C 5.75673 -0.88912 -3.75742 -0.046 0.908 0.936
O 6.59175 -0.98730 -4.90761 0.482 -0.563 0.143
C 6.24321 -0.28027 -5.96217 -1.190 -0.558 -0.971
O 5.21584 0.33338 -6.11736 0.082 0.335 0.511
O 7.13522 -0.48718 -6.92536 0.629 0.198 0.363
C 6.95175 0.20023 -8.14974 0.531 0.137 -0.797
H 5.65657 -1.68021 -1.77447 -0.102 0.123 -0.103
H 7.25670 -1.14518 -2.18582 0.148 -0.061 -0.263
H 6.60294 -2.67793 -2.83328 0.134 0.071 -0.202
H 5.72324 0.17933 -3.52803 -0.279 -0.064 0.205
H 4.72504 -1.21229 -3.89996 0.151 -0.143 -0.623
H 6.66191 -0.52871 -8.90671 -0.265 0.088 0.028
H 7.92314 0.59401 -8.45311 0.063 -0.109 0.148
H 6.26967 1.04586 -8.12008 -0.270 -0.271 0.344
C -4.25270 0.70415 3.91066 0.640 -0.913 0.841
C -3.65566 2.08993 3.97102 -0.462 -0.023 -0.636
O -3.35319 2.50452 5.31190 0.241 0.912 1.311
C -2.36292 1.92701 5.96780 -0.357 -1.130 -1.447
O -1.72227 1.02107 5.51880 0.710 -0.196 0.122
C -2.14598 2.39167 7.40005 0.422 0.513 0.949
F -2.50354 3.67860 7.53781 -0.098 -0.485 0.265
F -2.82874 1.60635 8.25383 -0.342 0.474 -0.385
F -0.86174 2.27815 7.78310 -0.320 0.170 -0.616
H -4.75707 0.42060 4.83864 -0.599 0.536 -0.143
H -3.45522 -0.04230 3.94713 0.075 0.067 -0.542
H -4.87887 0.53705 3.03739 -0.011 0.162 0.007
H -4.35068 2.86390 3.65324 -0.098 -0.182 -0.118
H -2.78185 2.15913 3.32306 0.167 0.108 0.285
C -1.82294 -0.25448 1.34024 0.796 -0.211 -0.194
C -0.33929 0.18062 1.45526 -1.904 -0.041 0.336
O 0.49545 -0.60254 0.57932 0.364 -0.075 -0.270
C 1.67291 -0.04899 0.32694 -0.334 0.734 -0.422
O 2.01460 1.04197 0.68448 0.413 -0.091 0.129
C 2.58306 -0.86945 -0.63669 -0.909 -0.257 0.311
F 2.05050 -2.09630 -0.82124 0.490 0.355 -0.265
F 2.69922 -0.24840 -1.82300 -0.178 -0.334 0.382
F 3.80110 -0.99800 -0.12203 0.053 -0.092 0.019
H -2.43115 0.38938 1.97190 0.144 0.098 0.032
H -2.05500 -1.28656 1.59795 0.280 -0.069 0.018
H -2.12463 -0.08340 0.30713 -0.109 -0.155 -0.037
H 0.06416 0.09755 2.46118 -0.034 0.048 0.067
H -0.42002 1.22840 1.17074 0.941 0.097 -0.100
```
Forces are in eV/Å.

As for the SMILES: CCOC(=O)C(F)(F)F.CCOC(=O)C(F)(F)F.CCOC(=O)OC.CCOC(=O)OC.CCOC(=O)OC.CCOC(=O)OC.CCOC(=O)OC.CCOC(=O)OC.CCOC(=O)OC. For the energy above the lowest of the compared OMol25 structures with the same formula, charge and spin, the calculation gives 6.11 kcal per mole. For the HOMO energy, the calculation gives -10.616 eV. The value obtained for the LUMO energy is 0.535 eV. For the electronic energy, the calculation gives -3891.578248 a.u. The net charge is 0. The value obtained for the gap between HOMO and LUMO is 11.151 eV.

=====

Look up the electronic energy of the third one. -4298.508729 a.u.